Record 1
DFT (ωB97M-V/def2-TZVPD) results for a structure of composition C20H15N4SSr.

Each line ends with the Mulliken charge.
Element x y z (Å)
Sr  0.67869  -1.53454  -1.75922  1.844
C  0.02509  2.88560  -3.82123  -0.552
C  -0.92885  1.88990  -3.69259  -0.903
C  -1.03571  1.16044  -2.51320  -0.081
C  -0.18165  1.45410  -1.44736  0.538
C  0.78010  2.45209  -1.56908  -0.545
C  0.87382  3.15985  -2.75670  -0.911
N  -1.43056  -0.02140  -0.01454  1.578
N  -1.45869  -1.29542  -0.54615  -1.832
C  -1.15825  -2.30177  0.36060  0.827
C  -1.49044  -2.32270  1.72181  -0.236
C  -1.14883  -3.43058  2.46288  -0.611
C  -0.48897  -4.49918  1.85365  -0.419
C  -0.16897  -4.38434  0.52177  -0.575
N  -0.46687  -3.30350  -0.21570  -0.495
H  0.10224  3.45038  -4.73963  0.417
H  -1.60727  1.67891  -4.50870  0.433
H  -1.80604  0.40473  -2.40683  0.400
H  1.44774  2.67094  -0.74698  0.468
H  1.61831  3.93961  -2.84544  0.416
H  -2.02307  -1.49423  2.16882  0.380
H  -1.40638  -3.47784  3.51299  0.419
H  -0.22420  -5.38835  2.40576  0.396
H  0.36481  -5.17598  0.00990  0.384
S  2.98779  0.75086  2.15066  -0.207
C  4.15588  -0.24930  1.43436  -0.294
C  3.69796  -0.86411  0.29891  -0.832
C  2.35679  -0.55119  -0.06211  -0.710
C  1.85427  0.34296  0.88738  1.146
C  0.54996  0.91485  0.88084  -1.000
C  0.00274  1.75543  1.82141  -0.659
C  -1.28011  2.32326  1.75413  -0.559
C  -2.39670  1.88140  1.07170  -1.068
C  -2.47539  0.64846  0.42044  0.085
N  -0.22455  0.63898  -0.28325  0.967
H  5.13318  -0.34015  1.88448  0.468
H  4.33584  -1.53581  -0.26117  0.390
H  0.63048  2.05317  2.65231  0.450
H  -1.44630  3.17219  2.40819  0.442
H  -3.32801  2.40945  1.21576  0.470
H  -3.41986  0.13284  0.29112  0.570

Summary:
Charge ... +1
E_tot ... -1418.7760 Eh
HOMO energy ... -10.795 eV
HOMO-LUMO gap ... 6.685 eV



Record 2
DFT (ωB97M-V/def2-TZVPD) results for a structure of composition C7H9BrF3IrNO8S.

Each line ends with the Mulliken spin population.
Element x y z (Å)
Ir  -0.15825  -0.42100  0.54628  0.722
O  2.20685  0.20904  -0.56467  0.007
C  2.34438  1.30491  -1.44822  0.003
C  0.98767  1.42774  -2.09583  -0.007
N  -0.05348  1.73526  -1.11896  0.032
C  -1.42069  1.65894  -1.57792  -0.004
C  -2.39845  1.06760  -0.58376  0.008
O  -3.55912  1.36745  -0.60291  0.020
O  -1.97754  0.15592  0.29033  0.031
C  0.23357  2.74136  -0.11835  0.006
C  0.86065  2.16400  1.13879  0.012
O  1.78177  2.66446  1.71373  0.006
O  0.19665  1.10930  1.63409  0.105
H  3.00726  0.03195  -0.05793  -0.001
H  3.09566  1.11712  -2.21823  0.000
H  2.62855  2.20612  -0.89806  0.000
H  0.72444  0.47871  -2.56226  0.000
H  1.03282  2.18925  -2.88752  0.003
H  -1.45772  1.06271  -2.49023  0.001
H  -1.81825  2.65330  -1.80913  -0.002
H  -0.70779  3.19302  0.20458  0.000
H  0.87427  3.53599  -0.50563  0.001
Br  -0.95958  -1.43885  2.55267  -0.026
F  -0.03141  -4.70681  0.10984  0.000
C  -0.54366  -3.92408  -0.82834  0.002
F  -1.72737  -3.47842  -0.44188  -0.001
F  -0.67463  -4.61046  -1.95754  0.000
S  0.60909  -2.49617  -1.13464  -0.009
O  1.53253  -2.91082  -2.12465  0.007
O  -0.30131  -1.36826  -1.44816  0.015
O  1.14513  -2.15235  0.22159  0.065

Summary:
Multiplicity ... 2
E_tot ... -4304.8950 Eh
HOMO energy (alpha / beta) ... -9.704 / -9.748 eV
HOMO-LUMO gap (alpha / beta) ... 7.732 / 7.066 eV
ΔE to the lowest compared entry with this formula, charge and spin ... 268.8 kJ/mol



Record 3
DFT (ωB97M-V/def2-TZVPD) results for a structure of composition C13H18Al2BeBrClF5LiNO13S2.

Each line ends with the Mulliken charge.
Element x y z (Å)
C  -2.76963  -0.82266  -2.12724  -0.997
N  -2.39626  -1.42138  -0.78926  0.330
O  -3.25010  -2.37717  -0.38389  -0.482
C  -0.94781  -1.85206  -0.71783  -0.035
C  -0.08639  -0.46989  -0.33840  0.311
O  1.08187  -0.14960  -0.93965  -0.652
O  -0.74826  0.40526  0.68563  -0.646
H  -3.93599  -0.89266  -2.37240  0.329
H  -2.14307  -1.23834  -3.04048  0.312
H  -2.54567  0.34093  -2.06128  0.355
H  -3.85550  -2.68263  -1.13125  0.406
H  -0.79223  -2.68893  0.10906  0.037
H  -0.50602  -2.27837  -1.71569  0.262
Al  -2.05214  -4.35957  -0.08231  0.502
Br  -4.08233  -1.29082  -4.26365  -0.322
C  3.38183  -5.61347  2.07389  -0.769
C  4.34435  -5.88660  0.91909  0.025
C  3.51154  -6.36667  -0.26835  -0.916
S  1.89519  -5.63063  -0.07516  1.094
O  0.93353  -6.68664  0.16190  -0.634
O  1.70429  -4.62347  -1.09968  -0.607
C  2.23310  -4.81666  1.47367  -0.865
H  3.86808  -5.06709  2.88731  0.598
H  3.00996  -6.56277  2.47762  0.409
H  4.86665  -4.95969  0.65266  0.444
H  5.10486  -6.62483  1.19213  -0.599
H  3.94503  -6.04676  -1.21927  0.287
H  3.39217  -7.45357  -0.26014  0.489
H  1.33830  -4.81573  2.09842  0.430
H  2.53943  -3.78993  1.25223  0.465
F  -0.54365  2.33749  -2.80019  -0.365
Al  0.92461  3.29609  -2.38921  0.606
F  2.39501  2.30051  -2.68954  -0.459
F  0.86520  3.77051  -0.65287  -0.326
F  0.98179  4.77580  -3.41428  -0.052
O  -6.82551  2.99922  -5.74204  -0.554
S  -6.10621  1.73825  -5.48487  1.273
O  -7.07572  0.63315  -5.37431  -0.503
O  -5.34689  1.85346  -4.22654  -0.401
O  -5.17681  1.46733  -6.59675  -0.518
Li  5.85990  -6.61399  2.61352  0.890
C  -1.14578  6.94346  2.34916  -0.983
C  -0.45753  7.40936  3.39318  0.419
C  0.54832  6.56526  4.09560  1.135
O  1.17887  7.02725  5.04005  -0.685
C  0.74288  5.18632  3.62098  -0.791
C  0.05204  4.71950  2.57913  0.451
C  -0.93342  5.57255  1.85989  0.913
O  -1.53989  5.12128  0.89412  -0.610
O  0.22797  3.42369  2.12954  -0.462
O  -0.65361  8.69598  3.86040  -0.599
H  -1.87828  7.54686  1.82794  0.401
H  1.46399  4.57791  4.15162  0.370
H  -0.38266  3.32719  1.36644  0.272
H  -0.03865  8.79436  4.61962  0.340
Be  5.80322  -8.52742  0.73646  0.242
Cl  1.10411  6.61778  -4.04452  0.117
F  -1.08207  5.16327  5.17980  -0.678

Summary:
Charge ... -1
E_tot ... -6375.5079 Eh
HOMO energy ... -4.143 eV
HOMO-LUMO gap ... 0.982 eV



Record 4
DFT (ωB97M-V/def2-TZVPD) results for a structure of composition C17H14CdF6N3O2PS2.

Each line ends with the Mulliken spin population.
Element x y z (Å)
Cd  -0.04129  0.13900  -0.56825  -0.004
O  4.21027  -0.67835  -2.34787  0.028
C  4.84404  -0.82889  -1.18741  0.033
C  6.22408  -1.04526  -1.24031  -0.021
C  6.93486  -1.21151  -0.07822  0.037
C  6.30628  -1.16983  1.17903  -0.003
C  4.95961  -0.95913  1.24675  0.022
C  4.18974  -0.78274  0.06980  0.045
C  2.77604  -0.55606  0.14765  -0.020
O  2.05475  -0.41689  -0.87964  0.047
N  2.24910  -0.50856  1.43317  0.443
N  0.94478  -0.36676  1.46897  0.106
C  0.46965  -0.23316  2.70947  0.086
S  -1.22098  -0.18353  2.95004  0.113
C  -1.09817  0.42496  4.65632  0.000
C  0.13380  -0.20509  5.27374  -0.002
S  1.49488  -0.09982  4.07307  0.077
H  3.26314  -0.52796  -2.17819  0.000
H  6.70032  -1.07427  -2.21000  0.000
H  8.00291  -1.37705  -0.13457  0.002
H  6.88682  -1.30164  2.08042  0.001
H  4.45621  -0.92118  2.20094  0.004
H  -2.00864  0.13968  5.17949  0.000
H  -1.02632  1.51148  4.61851  0.006
H  -0.02846  -1.25464  5.51685  0.004
H  0.44395  0.32662  6.17162  0.000
F  -1.39025  1.78049  0.45415  0.000
P  -0.75145  3.09419  -0.40427  0.000
F  -2.22048  3.52940  -0.78338  0.000
F  -0.06984  4.20284  -1.27715  0.000
F  -0.74677  2.03740  -1.72502  0.000
F  -0.71872  3.93718  0.92278  0.000
F  0.72544  2.42199  -0.04595  -0.001
N  -1.78781  -0.70596  -1.55462  0.000
C  -2.84907  -0.68542  -1.98991  0.000
C  -4.17684  -0.64782  -2.50745  0.000
C  -4.79115  0.59657  -2.66249  0.000
C  -6.08497  0.63767  -3.14992  0.000
C  -6.74302  -0.54208  -3.47360  0.000
C  -6.12100  -1.77462  -3.31594  0.000
C  -4.82856  -1.83929  -2.82928  0.000
H  -4.26022  1.50296  -2.40290  0.000
H  -6.57946  1.59033  -3.27765  0.000
H  -7.75465  -0.50111  -3.85477  0.000
H  -6.64411  -2.68496  -3.57324  0.000
H  -4.32841  -2.78916  -2.70079  0.000

Summary:
Charge ... +1
Multiplicity ... 2
E_tot ... -2875.6369 Eh
HOMO energy (alpha / beta) ... -11.472 / -11.549 eV
HOMO-LUMO gap (alpha / beta) ... 8.010 / 5.804 eV
ΔE to the lowest compared entry with this formula, charge and spin ... 0.0 kJ/mol